(1)
16
Properties=species:S:1:pos:R:3 method="wB97M-V/def2-TZVPD" smiles=Cc1cc[nH]c1.O e_above_lowest_ev=1.417 homo_energy_ev=-8.5
C -1.363 0.503 -1.379
C -0.722 -0.042 -0.217
C -0.443 0.609 1.007
C 0.330 -0.258 1.754
N 0.395 -1.459 1.093
C -0.277 -1.338 -0.069
H -1.407 1.567 -1.529
H -2.395 0.172 -1.581
H -0.889 0.277 -2.326
H -0.788 1.605 1.305
H 0.890 -0.101 2.669
H 1.235 -2.055 1.184
H -0.139 -2.097 -0.859
O 1.982 1.103 -0.655
H 1.358 0.320 -0.681
H 2.235 1.194 0.284

(2)
86
Properties=species:S:1:pos:R:3 method="wB97M-V/def2-TZVPD" smiles="C[C@H]1COC(=O)O1.C[C@H]1COC(=O)O1.C[C@H]1COC(=O)O1.C[C@H]1COC(=O)O1.C[C@H]1COC(=O)O1.C[C@H]1COC(=O)O1.ClCCCl" homo_energy_ev=-10.5
C 9.238 16.763 9.923
C 8.863 15.608 9.064
C 9.655 15.515 7.702
O 9.944 14.052 7.720
C 9.800 13.473 8.916
O 10.105 12.341 9.097
O 9.238 14.341 9.783
H 10.164 16.636 10.502
H 8.386 16.989 10.528
H 9.343 17.652 9.338
H 7.815 15.660 8.857
H 10.580 16.099 7.598
H 9.097 15.667 6.775
C 13.089 9.423 8.684
C 11.620 9.351 9.082
C 10.688 9.129 7.844
O 9.992 7.920 8.254
C 10.545 7.384 9.395
O 10.251 6.340 9.815
O 11.481 8.154 9.853
H 13.327 9.984 7.731
H 13.438 8.396 8.689
H 13.639 9.850 9.491
H 11.343 10.280 9.628
H 11.369 9.049 7.001
H 9.916 9.820 7.728
C 11.992 14.652 16.213
C 11.568 14.406 14.789
C 10.336 15.164 14.316
O 10.760 15.856 13.126
C 12.038 15.634 12.914
O 12.625 16.063 11.953
O 12.589 14.847 13.876
H 12.949 14.191 16.435
H 11.117 14.354 16.843
H 12.159 15.736 16.372
H 11.354 13.356 14.533
H 10.035 15.847 15.117
H 9.570 14.448 14.134
C 13.421 14.509 8.694
C 14.484 14.832 7.713
C 15.283 13.663 7.102
O 15.215 14.038 5.701
C 14.423 15.088 5.459
O 14.229 15.474 4.394
O 13.882 15.528 6.616
H 12.687 13.841 8.260
H 12.878 15.405 9.010
H 13.831 14.020 9.550
H 15.149 15.507 8.224
H 14.859 12.667 7.171
H 16.368 13.682 7.311
C 17.962 8.963 8.108
C 17.291 8.355 9.343
C 18.199 8.025 10.483
O 17.547 8.399 11.661
C 16.541 9.281 11.320
O 15.905 9.859 12.137
O 16.479 9.401 9.984
H 18.902 8.382 7.842
H 18.203 10.021 8.264
H 17.327 8.923 7.254
H 16.618 7.515 9.181
H 19.161 8.502 10.406
H 18.465 6.966 10.564
C 12.888 11.351 12.184
C 13.932 12.462 11.931
C 14.979 12.695 12.946
O 16.143 13.170 12.224
C 15.999 12.891 10.933
O 16.701 13.275 10.089
O 14.837 12.235 10.743
H 12.162 11.691 12.959
H 13.382 10.446 12.510
H 12.305 11.195 11.271
H 13.320 13.359 11.626
H 15.246 11.827 13.501
H 14.769 13.504 13.667
Cl 19.392 13.460 14.213
C 19.548 13.508 12.379
C 19.464 14.878 11.827
Cl 21.010 15.750 12.223
H 18.706 12.937 11.987
H 20.472 13.020 12.215
H 18.700 15.511 12.237
H 19.399 14.884 10.772

Please write out number 1 again, unchanged.
16
Properties=species:S:1:pos:R:3 method="wB97M-V/def2-TZVPD" smiles=Cc1cc[nH]c1.O e_above_lowest_ev=1.417 homo_energy_ev=-8.5
C -1.363 0.503 -1.379
C -0.722 -0.042 -0.217
C -0.443 0.609 1.007
C 0.330 -0.258 1.754
N 0.395 -1.459 1.093
C -0.277 -1.338 -0.069
H -1.407 1.567 -1.529
H -2.395 0.172 -1.581
H -0.889 0.277 -2.326
H -0.788 1.605 1.305
H 0.890 -0.101 2.669
H 1.235 -2.055 1.184
H -0.139 -2.097 -0.859
O 1.982 1.103 -0.655
H 1.358 0.320 -0.681
H 2.235 1.194 0.284